{"formula": "C18H46N16O7PS", "method": "ωB97M-V/def2-TZVPD", "elements": ["C", "C", "C", "C", "C", "C", "C", "N", "C", "C", "C", "C", "N", "N", "C", "S", "N", "P", "O", "H", "H", "H", "H", "H", "H", "H", "H", "H", "H", "H", "H", "H", "H", "H", "H", "H", "H", "H", "H", "H", "H", "C", "O", "N", "N", "H", "H", "H", "H", "C", "O", "N", "N", "H", "H", "H", "H", "C", "O", "N", "N", "H", "H", "H", "H", "C", "O", "N", "N", "H", "H", "H", "H", "C", "O", "N", "N", "H", "H", "H", "H", "C", "O", "N", "N", "H", "H", "H", "H"], "xyz": [[5.9861, 0.2257, 0.1463], [5.5437, 1.3408, 0.1859], [4.9406, 2.6968, 0.1073], [3.8852, 2.6482, -1.0324], [2.8259, 3.7644, -0.9335], [1.3665, 3.2343, -0.8578], [1.0947, 2.2435, -1.9855], [-0.1249, 1.3714, -1.8121], [-0.6654, 1.2934, -0.4313], [0.4437, 1.4490, 0.6266], [1.4380, 0.2967, 0.4633], [0.7470, -1.0819, 0.4676], [0.5765, -1.4802, -0.9366], [-0.3275, 1.4031, 1.9021], [0.3053, 1.0602, 2.8898], [1.1040, 0.8510, 4.2338], [1.0916, 2.7578, 0.5350], [0.2283, 4.0051, 1.3366], [-1.1356, 4.2812, 0.8022], [6.4356, -0.7292, 0.2681], [4.4477, 2.8643, 1.0662], [5.7165, 3.4301, -0.0942], [4.4336, 2.7954, -1.9638], [3.4616, 1.6486, -0.9961], [2.9705, 4.3060, 0.0037], [2.8783, 4.4932, -1.7429], [0.7319, 4.1090, -1.0465], [1.9279, 1.5834, -2.2122], [0.9447, 2.8357, -2.8938], [-0.8472, 1.6628, -2.4662], [0.1154, 0.4064, -2.0841], [-1.4294, 2.0636, -0.3085], [-1.1820, 0.3394, -0.3279], [2.2817, 0.3780, 1.1530], [1.8889, 0.3680, -0.5297], [1.3745, -1.7653, 1.0511], [-0.2208, -1.0421, 0.9631], [1.4859, -1.7392, -1.3075], [-0.0191, -2.2993, -0.9688], [0.2196, 3.7462, 2.7175], [1.0713, 5.1257, 1.1643], [-2.9420, -2.1988, 1.9842], [-2.2877, -2.5750, 1.0200], [-4.0027, -2.9075, 2.4610], [-2.6639, -1.0332, 2.6361], [-4.5569, -2.6214, 3.2469], [-4.2272, -3.7740, 1.9987], [-1.8868, -0.5000, 2.2932], [-3.1874, -0.6840, 3.4167], [5.1431, -0.8158, 4.3790], [5.0838, 0.0725, 3.5454], [4.0330, -1.2465, 5.0532], [6.3101, -1.4446, 4.7032], [4.0371, -1.9714, 5.7447], [3.1758, -0.7858, 4.8212], [7.1391, -1.1454, 4.2251], [6.3785, -2.1741, 5.3863], [-7.6316, -4.5017, 1.5427], [-6.8788, -5.3353, 2.0194], [-8.9482, -4.7527, 1.2926], [-7.1945, -3.2451, 1.2273], [-9.5783, -4.0801, 0.9007], [-9.2901, -5.6686, 1.5159], [-6.2269, -3.0582, 1.4020], [-7.7710, -2.5254, 0.8361], [-4.7836, -0.8878, -2.0094], [-4.4108, -1.7895, -2.7339], [-4.5415, -0.8781, -0.6609], [-5.4733, 0.1976, -2.4840], [-4.8366, -0.1396, -0.0509], [-4.0394, -1.6622, -0.2764], [-5.6713, 0.2190, -3.4667], [-5.7941, 0.9506, -1.9061], [2.7275, -4.7972, -0.5307], [2.8361, -3.9522, -1.4074], [3.7078, -5.7108, -0.2809], [1.6195, -4.8999, 0.2644], [3.6431, -6.4165, 0.4271], [4.5322, -5.6656, -0.8499], [0.8722, -4.2526, 0.1031], [1.5137, -5.5907, 0.9823], [0.0697, 4.6498, -5.5806], [0.8192, 4.6302, -4.6111], [-1.0816, 5.3786, -5.5935], [0.3348, 3.9495, -6.7194], [-1.7063, 5.4168, -6.3762], [-1.2971, 5.9127, -4.7725], [1.1817, 3.4132, -6.7434], [-0.2590, 3.9558, -7.5267]], "multiplicity": 1, "orbital_gap_ev": 9.0, "homo_energy_ev": -11.539, "max_force_ev_per_a": 1.58, "total_charge": 1}